{
  "formula": "C26H37N3O5PTi",
  "method": "ωB97M-V with the def2-TZVPD basis set",
  "species": ["Ti", "C", "N", "C", "C", "C", "N", "C", "C", "C", "C", "C", "C", "C", "O", "C", "C", "C", "N", "C", "C", "C", "C", "C", "C", "C", "O", "H", "H", "H", "H", "H", "H", "H", "H", "H", "H", "H", "H", "H", "H", "H", "H", "H", "H", "H", "H", "H", "H", "H", "H", "H", "C", "P", "C", "C", "O", "H", "H", "H", "H", "H", "H", "H", "H", "H", "C", "O", "C", "O", "H", "H", "H"],
  "coordinates": [[0.045446, -0.353965, 0.148264], [2.046850, -0.699032, 2.728765], [0.595063, -0.649799, 2.504290], [-0.029902, -1.857484, 3.101872], [0.366104, -3.211551, 2.517943], [0.003262, -3.432505, 1.054637], [0.702098, -2.441468, 0.256590], [1.595825, -2.796092, -0.580272], [2.495865, -1.903177, -1.315290], [3.201884, -2.463474, -2.384300], [4.089066, -1.718858, -3.134777], [4.295845, -0.384378, -2.781014], [3.639363, 0.189417, -1.713611], [2.704542, -0.541394, -0.958342], [2.068375, 0.020106, 0.038335], [0.038089, 0.523418, 3.226006], [0.332528, 1.889834, 2.601814], [-0.625013, 2.336460, 1.497668], [-0.308429, 1.701593, 0.221390], [-0.010840, 2.411652, -0.789998], [0.345830, 1.921628, -2.135855], [0.799573, 2.888431, -3.043320], [1.195428, 2.545467, -4.320096], [1.125561, 1.206695, -4.707330], [0.661982, 0.232416, -3.847336], [0.266018, 0.572082, -2.548514], [-0.193585, -0.360092, -1.728856], [2.249762, -0.784459, 3.806084], [2.525915, 0.188472, 2.330384], [2.479384, -1.548245, 2.207351], [-1.107013, -1.723703, 3.018502], [0.224960, -1.867624, 4.173187], [-0.152589, -3.962923, 3.119607], [1.435296, -3.395509, 2.649861], [0.276327, -4.445422, 0.733966], [-1.070340, -3.301225, 0.904158], [1.743991, -3.867373, -0.768015], [3.033766, -3.508515, -2.623175], [4.614963, -2.159006, -3.970066], [4.986959, 0.218409, -3.358820], [3.800062, 1.225374, -1.443708], [0.432323, 0.505063, 4.252785], [-1.041303, 0.380753, 3.277201], [1.358871, 1.932600, 2.226441], [0.263887, 2.628054, 3.403698], [-0.581550, 3.424698, 1.371604], [-1.655573, 2.064934, 1.726359], [-0.013313, 3.502089, -0.681575], [0.851242, 3.922222, -2.719024], [1.550157, 3.299659, -5.008414], [1.445546, 0.921814, -5.702587], [0.606057, -0.807363, -4.139013], [-3.521969, 0.555713, -2.386268], [-3.806120, 1.989030, -1.357950], [-5.595845, 2.166544, -1.279924], [-3.235388, 3.390849, -2.337232], [-3.176301, 1.931593, -0.000110], [-4.027877, 0.657274, -3.347923], [-3.864363, -0.336519, -1.865679], [-2.453501, 0.426227, -2.546753], [-6.037963, 2.279285, -2.270244], [-5.843148, 3.038751, -0.674327], [-6.016044, 1.283520, -0.797590], [-3.705245, 3.407302, -3.321414], [-2.156163, 3.319847, -2.467811], [-3.462830, 4.320665, -1.814567], [-4.102156, -0.659770, 2.005768], [-2.690971, -0.490775, 1.893877], [-2.079179, -0.857420, 0.689725], [-2.763155, -1.397301, -0.158381], [-4.582203, 0.313608, 1.890311], [-4.315050, -1.059743, 2.997910], [-4.479436, -1.339482, 1.243330]],
  "forces_ev_per_angstrom": [[0.2, -1.1, 0.6], [0.0, 0.0, 0.1], [-0.1, 0.3, -0.2], [0.0, 0.1, 0.0], [0.0, -0.1, 0.1], [0.0, 0.1, -0.1], [-0.2, 0.3, -0.3], [0.4, 0.1, -0.1], [-0.3, -0.3, 0.1], [0.1, 0.0, -0.1], [-0.1, -0.1, 0.1], [0.1, 0.1, 0.0], [0.0, 0.0, -0.1], [-0.1, -0.2, 0.3], [-0.3, 0.1, -0.4], [0.0, 0.0, 0.0], [0.1, 0.0, 0.0], [-0.1, 0.0, -0.3], [0.4, 0.1, 0.2], [0.0, 0.0, -0.6], [0.0, 0.4, 0.4], [0.1, -0.1, -0.1], [-0.1, 0.0, 0.1], [0.0, -0.1, -0.1], [0.0, 0.2, 0.0], [-0.2, 0.1, 0.3], [0.1, 0.3, -0.1], [0.0, 0.0, 0.0], [0.0, 0.0, 0.0], [0.0, 0.0, 0.0], [0.0, 0.0, 0.0], [0.0, 0.0, 0.0], [0.0, 0.0, 0.0], [0.0, 0.0, 0.0], [0.0, 0.0, 0.1], [0.0, 0.0, 0.0], [0.0, 0.0, 0.0], [0.0, 0.0, 0.0], [0.0, 0.0, 0.0], [0.0, 0.0, 0.0], [0.0, 0.0, 0.0], [0.0, 0.0, 0.0], [0.0, 0.0, 0.0], [0.0, 0.0, 0.0], [0.0, 0.0, 0.0], [0.0, 0.0, 0.1], [0.0, 0.0, 0.0], [-0.1, 0.0, -0.1], [0.0, 0.0, 0.0], [0.0, 0.0, 0.0], [0.0, 0.0, 0.0], [0.0, 0.0, 0.0], [0.0, -0.1, -0.1], [0.3, -0.1, 0.6], [-0.2, 0.1, 0.0], [0.0, 0.2, -0.1], [-0.4, 0.2, -0.5], [0.0, 0.0, 0.0], [0.0, 0.0, 0.0], [0.1, 0.0, 0.0], [0.0, 0.0, 0.0], [0.0, 0.0, 0.0], [0.0, 0.0, 0.0], [0.0, 0.0, 0.0], [0.0, 0.0, 0.0], [0.0, 0.0, 0.0], [-0.1, 0.1, 0.0], [0.1, -0.1, -0.1], [0.0, 0.0, 0.2], [0.0, -0.1, 0.0], [0.0, 0.0, 0.0], [0.0, 0.0, 0.0], [0.0, 0.0, 0.0]],
  "charge": 0,
  "relative_energy_kcal_mol": 0.0,
  "homo_ev": [-6.973, -7.519],
  "multiplicity": 2,
  "max_force_ha_per_bohr": 0.0255
}